[1]
The following is a quantum chemistry calculation of C2H9N3O as an isolated structure, from the OMol25 dataset.

Structure (XYZ):
```
15
C2H9N3O, DFT wB97M-V/def2-TZVPD
C -0.5899 0.0153 -0.7794
N -1.8929 0.4663 -0.6026
C 2.3565 0.2011 -0.0844
N 1.9587 -1.0747 -0.1938
N 2.0238 0.9331 0.9442
H -0.1598 0.4464 -1.6817
H -0.5557 -1.1065 -0.8940
H -0.0414 0.2745 0.1225
H -2.4417 0.1440 -1.3974
H 1.6440 -1.3574 0.7379
H -3.0953 -0.6041 1.8926
H 2.9837 0.5458 -0.9144
H 2.2610 1.8957 0.7845
H -2.2314 -0.1233 0.5643
O -2.2195 -0.6562 1.5018
```

Results
LUMO energy (eV): -4.149
Energy relative to the best compared isomer or geometry (same formula, charge and spin) (kJ/mol): 757.3
E_HOMO (eV): -8.0685

***

[2]
The following is a quantum chemistry calculation of C30H55BClFK2LiN2O13PSV as an isolated structure, from the OMol25 dataset.

Structure (XYZ):
```
109
C30H55BClFK2LiN2O13PSV, DFT wB97M-V/def2-TZVPD
C -4.4796 -0.5166 -0.9602
C -3.8907 0.7146 -0.0900
C -2.6185 1.3161 -0.8567
C -1.3025 1.0687 -0.0055
C -0.9283 -0.4703 0.2002
C 0.0834 -0.5709 1.4488
C 1.6117 -0.5121 1.0046
C 2.4224 0.7372 1.5161
C 3.5837 1.1286 0.8964
N 4.1885 0.4361 -0.2205
C 5.3633 -0.3950 0.1931
C 4.9884 -1.8567 0.8155
C 4.3580 2.4017 1.3723
O 5.5609 2.4826 1.3924
C 3.4243 3.5564 1.8565
C 3.7580 4.9408 1.5851
C 2.8091 5.9480 2.0275
P 3.2025 7.7077 1.6317
O 4.6768 7.8503 1.5643
O 2.4141 8.1849 0.2561
O 2.5873 8.5942 2.8979
C 1.5853 5.5531 2.7268
C 1.2387 4.1533 3.0206
B -0.1185 3.7839 3.8019
O 0.0207 3.2506 5.1002
C -1.6064 3.9748 3.2508
C -2.5306 2.9433 4.0527
C 2.1912 3.1427 2.5604
C 1.9617 1.6015 2.7436
O 1.5130 1.1019 3.7324
H -3.9869 -1.4735 -0.6207
H -4.2655 -0.3190 -2.0458
H -5.5857 -0.5678 -0.7870
H -4.6912 1.4717 0.1167
H -3.5564 0.3065 0.8972
H -2.5376 0.9918 -1.9259
H -2.7738 2.4358 -0.8932
H -1.4423 1.5889 0.9823
H -0.4568 1.5853 -0.5541
H -1.8648 -1.0537 0.5058
H -0.4908 -0.9219 -0.7334
H -0.1115 -1.5518 1.9601
H -0.2315 0.2368 2.1475
H 2.1640 -1.4538 1.2894
H 1.6109 -0.5101 -0.1268
H 3.4989 -0.0696 -0.7976
H 6.0729 0.1212 0.8908
H 5.9802 -0.6054 -0.7966
H 5.9528 -2.3421 1.1308
H 4.3966 -2.5070 0.0629
H 4.4150 -1.6639 1.7619
H 4.7128 5.1388 1.0534
H 2.8419 7.7904 -0.5281
H 2.4613 9.5092 2.5817
H 0.9163 6.3967 3.0302
H 0.8096 3.6879 5.4732
H -1.7191 3.8612 2.1450
H -2.0057 4.9926 3.5273
H -2.5369 3.1549 5.1491
H -2.1139 1.9029 3.9411
H -3.5901 2.9614 3.6886
Li 7.8643 -0.6212 -1.0159
F -3.2397 -2.4024 1.1623
O 7.5868 -3.9041 1.2872
V 6.9101 -4.5565 2.7328
O 6.4114 -5.1259 4.2501
C -6.8210 2.8265 -4.6440
S -6.6178 2.7801 -2.8538
O -5.2757 2.2343 -2.5738
C -7.8054 1.4423 -2.5570
H -6.1354 3.5710 -5.0458
H -6.5875 1.8497 -5.0700
H -7.8467 3.1098 -4.8892
H -7.5092 0.5499 -3.1111
H -8.7974 1.7605 -2.8672
H -7.8131 1.2182 -1.4863
C -1.3347 -7.8985 -3.2276
C -1.0755 -6.7558 -2.2536
N -1.1683 -5.4366 -2.8607
C -0.6623 -4.3726 -2.0033
C -1.3819 -4.0836 -0.6878
C -2.4101 -5.1335 -3.5532
C -3.7124 -5.2202 -2.7507
H -0.6604 -7.8446 -4.0848
H -1.1628 -8.8535 -2.7267
H -2.3643 -7.9024 -3.5899
H -0.0627 -6.8885 -1.8606
H -1.7576 -6.8600 -1.3982
H -0.6094 -3.4395 -2.5774
H 0.3781 -4.6079 -1.7430
H -2.3143 -3.5437 -0.8477
H -0.7559 -3.4460 -0.0595
H -1.5932 -4.9897 -0.1191
H -2.4970 -5.8105 -4.4098
H -2.3382 -4.1396 -4.0079
H -3.7558 -6.1054 -2.1159
H -4.5633 -5.2703 -3.4361
H -3.8630 -4.3385 -2.1268
O -4.5648 -2.0378 -3.8989
H -3.8477 -2.2529 -3.2898
H -4.3455 -2.5241 -4.7018
C 10.4419 0.5848 2.5053
O 9.9785 0.5898 3.6694
O 9.7066 1.3903 1.6523
O 11.4084 -0.0145 2.0272
H 9.0865 1.6546 2.3596
K 5.1616 -1.7028 -1.5731
Cl 4.7614 -4.8889 0.1449
K -10.3860 2.0644 -1.8141
```

Results
LUMO energy (eV): -7.171
Total charge: +1
E_HOMO (eV): -8.5596

***

[3]
The following is a quantum chemistry calculation of C9H9NO2 as an isolated structure, from the OMol25 dataset.

Structure (XYZ):
```
21
C9H9NO2, DFT wB97M-V/def2-TZVPD
C 1.3510 -1.7293 0.2710
C 1.9362 -0.6020 -0.3131
C -0.0165 -1.6594 -0.3225
C 0.7514 -0.0274 -1.0882
C 2.6148 0.5111 0.3068
C -1.0787 -1.5925 0.4453
C 0.4224 1.0469 -0.3665
C -2.5247 -1.3264 0.0509
C -0.4996 2.2126 -0.5024
N 1.5433 1.3955 0.4091
O 3.7157 0.7462 0.7353
O -0.0310 -1.0329 -1.5796
H 1.6020 -2.2472 1.2105
H -1.0045 -1.8875 1.5093
H -2.6094 -0.1904 -0.0861
H -3.2340 -1.6396 0.7655
H -2.5846 -1.8136 -0.9438
H -1.1114 2.0624 0.4112
H -1.0080 2.2058 -1.3902
H 0.1093 3.1923 -0.2858
H 1.6562 2.3753 0.7633
```

Results
LUMO energy (eV): 0.063
Energy relative to the best compared isomer or geometry (same formula, charge and spin) (kJ/mol): 510.7
E_HOMO (eV): -8.3969

***

[4]
The following is a quantum chemistry calculation of a 9-piece molecular cluster, C26H60Br2N8O8 overall, from the OMol25 dataset.

Structure (XYZ):
```
104
C26H60Br2N8O8, DFT wB97M-V/def2-TZVPD
C 18.2673 17.5873 13.9447
N 18.5384 16.4174 14.7865
C 18.3904 15.1497 14.3406
C 18.9001 14.1878 15.4396
O 18.0514 14.8312 13.2311
H 19.0319 18.0072 13.3248
H 17.8974 18.3278 14.6559
H 17.3592 17.4016 13.2808
H 18.8088 16.5502 15.8118
H 18.8696 13.1751 15.0251
H 18.2726 14.3455 16.3062
H 19.9212 14.5250 15.6763
C 12.2786 11.2584 15.6158
N 13.4818 11.5638 14.8581
C 14.5728 12.1083 15.4507
C 15.7641 12.2585 14.4919
O 14.6666 12.5032 16.6264
H 11.5309 11.9888 15.5171
H 12.5147 11.1508 16.7072
H 11.7931 10.3307 15.3396
H 13.6370 11.1014 13.9521
H 16.4390 11.5129 14.9271
H 16.2624 13.1923 14.5635
H 15.4837 12.0354 13.5092
C 14.2249 4.2428 16.6543
N 14.6821 5.5510 16.1296
C 14.0701 6.1111 15.0615
C 14.8792 7.2564 14.4743
O 13.0459 5.6944 14.5589
H 13.2889 4.3261 17.2656
H 14.9003 3.8872 17.4340
H 14.0395 3.4889 15.8427
H 15.3746 6.0185 16.7014
H 14.2676 7.7758 13.7264
H 15.6559 6.7416 13.8156
H 15.3563 7.9173 15.1476
C 17.3263 9.9092 17.8125
N 15.8696 9.7306 17.9864
C 15.3192 8.5079 18.0639
C 13.8507 8.5543 18.2015
O 16.0095 7.5079 18.1560
H 17.4192 10.9884 17.5208
H 17.8554 9.2597 17.0811
H 17.8961 9.8089 18.7886
H 15.2338 10.5167 17.8061
H 13.3471 7.6322 17.9191
H 13.3913 9.2734 17.4795
H 13.4105 8.8318 19.2179
C 16.6253 13.3706 10.7244
N 15.6845 14.0781 11.5807
C 14.3558 14.2320 11.2910
C 13.6378 15.1944 12.2144
O 13.8187 13.7469 10.2842
H 16.5733 13.8018 9.6660
H 16.4787 12.2496 10.4692
H 17.6699 13.4084 11.0730
H 16.1557 14.6674 12.2330
H 13.8560 16.1559 11.7421
H 14.0112 15.2233 13.2680
H 12.5857 15.0105 12.2121
C 15.7152 16.2118 16.3878
N 15.8948 15.1608 17.4034
C 16.8426 15.1210 18.3471
C 16.8978 13.8603 19.2423
O 17.7738 15.9085 18.4725
H 15.8322 15.8049 15.3452
H 16.5415 16.9127 16.5083
H 14.6952 16.5477 16.4009
H 15.4345 14.3187 17.2582
H 17.9018 13.4163 19.1374
H 16.1091 13.0971 19.0849
H 16.7206 14.2507 20.2478
C 13.7720 8.6695 10.2695
N 12.6919 9.5364 10.1882
C 12.5701 10.5758 11.0831
C 11.4209 11.5006 10.8390
O 13.4714 10.7575 11.9077
H 13.7950 8.1747 11.2419
H 14.6659 9.2115 10.0568
H 13.5820 7.8354 9.6334
H 12.0739 9.5600 9.3629
H 10.7346 11.3960 11.7030
H 10.8327 11.4148 9.9642
H 11.8770 12.4785 10.8832
C 9.3475 5.9604 14.3193
N 9.9897 7.0568 13.6382
C 9.6528 8.3612 13.7612
C 8.3334 8.7681 14.3509
O 10.4143 9.2456 13.3910
H 8.8668 6.2178 15.2718
H 10.0833 5.2576 14.5360
H 8.6203 5.4089 13.7096
H 10.9676 6.8617 13.4244
H 7.4580 8.1573 14.1849
H 8.1352 9.8168 14.0455
H 8.4170 8.7334 15.4566
Br 13.5146 16.6783 20.8642
C 13.1692 16.6814 18.9679
C 12.5781 15.4367 18.5246
Br 12.2263 15.5797 16.5946
H 14.0778 16.9268 18.5006
H 12.5281 17.5691 18.7760
H 11.6572 15.1514 18.9729
H 13.2802 14.5691 18.6640
```

Results
LUMO energy (eV): 0.506
Energy relative to the best compared isomer or geometry (same formula, charge and spin) (kJ/mol): 0.0
E_HOMO (eV): -9.1440

***

[5]
The following is a quantum chemistry calculation of a 2-piece molecular cluster, C4H12OS2 overall, from the OMol25 dataset.

Structure (XYZ):
```
19
C4H12OS2, DFT wB97M-V/def2-TZVPD
C -1.2022 1.7851 -0.2127
C -2.0627 2.2536 0.9520
C -1.7552 0.4991 -0.9435
S -1.3893 -1.0534 0.0629
S 0.6697 -1.1106 -0.3470
C 0.4856 -2.3323 -1.7760
H -0.1521 1.5011 -0.0749
H -0.9762 2.5895 -0.9029
H -1.6054 3.2725 1.2829
H -1.7856 1.2317 1.4016
H -3.1951 2.2317 0.7824
H -1.1394 0.5012 -1.8512
H -2.7590 0.6460 -1.4352
H 0.3696 -1.6958 -2.6268
H -0.3028 -3.1147 -1.7263
H 1.3456 -2.8370 -2.0429
H 4.2708 2.3426 2.0836
H 5.0612 1.1106 1.7731
O 4.9486 1.7014 2.4705
```

Results
LUMO energy (spin up / spin down) (eV): 3.452 / 3.461
Energy relative to the best compared isomer or geometry (same formula, charge and spin) (kJ/mol): 208.4
Total charge: -1
Multiplicity: 2
E_HOMO (spin up / spin down) (eV): 0.3518 / -4.3871

***

[6]
The following is a quantum chemistry calculation of a single C11H11N3OS2 molecule, from the OMol25 dataset.

Structure (XYZ):
```
28
C11H11N3OS2, DFT wB97M-V/def2-TZVPD
N 0.1150 -0.0633 -2.6755
C 0.8155 0.3084 -1.5595
C 1.0197 1.6584 -1.2566
C 1.6508 2.0355 -0.0900
C 2.1059 1.0806 0.8073
C 1.9177 -0.2589 0.5242
C 1.2715 -0.6430 -0.6369
S 1.0330 -2.3826 -0.9688
C -0.5656 -2.6672 -0.1018
C -1.6227 -1.9228 -0.8558
O -2.1680 -2.3383 -1.8506
N -1.9344 -0.6487 -0.4124
C -1.5375 0.0404 0.6960
N -0.9228 -0.4222 1.7264
C -0.6904 0.5418 2.6505
C -1.1421 1.7781 2.3365
S -1.9021 1.7645 0.7883
H 0.0596 0.5991 -3.4302
H 0.1815 -1.0336 -2.9456
H 0.6675 2.4056 -1.9533
H 1.7914 3.0852 0.1221
H 2.6020 1.3785 1.7178
H 2.2640 -1.0214 1.2048
H -0.7331 -3.7394 -0.1812
H -0.4667 -2.3404 0.9299
H -2.5490 -0.1473 -1.0441
H -0.1796 0.2695 3.5552
H -1.0811 2.6834 2.9033
```

Results
LUMO energy (eV): 0.551
Energy relative to the best compared isomer or geometry (same formula, charge and spin) (kJ/mol): 0.0
E_HOMO (eV): -7.9976

***

[7]
The following is a quantum chemistry calculation of a 2-piece molecular cluster, C5H12N2O overall, from the OMol25 dataset.

Structure (XYZ):
```
20
C5H12N2O, DFT wB97M-V/def2-TZVPD
C -1.5818 2.1191 -0.4798
C -1.4995 0.7647 0.1532
C -1.9611 -0.3529 -0.3885
C -1.9453 -1.6878 0.3067
H -2.2204 2.0994 -1.3606
H -1.9554 2.8512 0.2346
H -0.6109 2.5000 -0.8103
H -0.9490 0.7159 1.0893
H -2.4259 -0.2998 -1.3694
H -1.1525 -1.6932 1.0587
H -2.8879 -1.8755 0.8196
H -1.7386 -2.5082 -0.3804
N 2.3086 0.4722 -0.7184
C 2.3013 -0.2101 0.4886
N 3.1920 -1.2594 0.5658
O 1.5685 0.0895 1.4104
H 1.8567 1.3636 -0.6288
H 3.2289 0.5139 -1.1282
H 3.0334 -1.8178 1.3910
H 3.4390 -1.7849 -0.2533
```

Results
LUMO energy (eV): 0.808
Energy relative to the best compared isomer or geometry (same formula, charge and spin) (kJ/mol): 67.7
E_HOMO (eV): -8.8384

***

[8]
The following is a quantum chemistry calculation of C6H26B2Cl2CoCrN6O20 as an isolated structure, from the OMol25 dataset.

Structure (XYZ):
```
64
C6H26B2Cl2CoCrN6O20, DFT wB97M-V/def2-TZVPD
Cr 0.6367 2.3243 -0.8078
Co -0.9703 -1.5761 0.8832
Cl -0.7116 0.5238 -3.3037
O -1.8908 0.4202 -2.4795
O -0.0002 1.7597 -2.9675
O 0.2037 -0.5741 -3.0926
O -1.0513 0.5457 -4.6827
Cl 3.2605 3.5215 1.7110
O 2.1494 3.0190 0.9110
O 2.7644 3.8425 3.0336
O 4.2255 2.4612 1.8498
O 3.7788 4.6849 1.0671
B -1.0145 3.8968 -0.2835
H -1.3748 3.7060 0.7976
H -1.6722 4.7418 -0.7158
H 0.0753 4.2157 -0.2557
H -1.2022 2.9927 -0.9484
B -0.0527 0.4323 0.3081
H -0.3537 0.1827 1.3785
H -0.7701 1.2225 -0.0677
H 0.9946 0.8470 0.2682
H -0.0855 -0.4679 -0.3864
C 4.8648 1.9897 -1.5507
N 3.7026 1.1213 -1.9682
O 3.8537 0.1970 -2.7078
O 2.6439 1.4127 -1.4468
H 5.6338 1.8336 -2.3005
H 5.2062 1.5811 -0.6025
H 4.4757 2.9971 -1.4667
C -3.0612 -2.7551 -3.0117
N -3.1686 -2.5283 -1.5546
O -4.2744 -2.4305 -1.0777
O -2.1211 -2.4264 -0.9407
H -3.1208 -1.8060 -3.5420
H -3.9486 -3.2968 -3.3330
H -2.1600 -3.3229 -3.2097
C -4.5592 0.8703 -0.3517
N -3.3670 0.7179 0.5038
O -2.8309 -0.3818 0.6164
O -3.0186 1.6845 1.1258
H -4.4131 1.5567 -1.1771
H -5.3132 1.2572 0.3325
H -4.8683 -0.1337 -0.6290
C -2.4179 -0.3359 4.9357
N -2.5767 -1.5087 4.0316
O -1.9926 -1.4228 2.9562
O -3.1590 -2.4966 4.3777
H -1.4545 -0.4480 5.4362
H -3.1741 -0.3630 5.7127
H -2.3434 0.6040 4.3975
C 3.0381 -0.7640 2.0917
N 2.1001 -1.9072 2.3759
O 2.5315 -2.9483 2.7776
O 0.9494 -1.7178 1.9954
H 4.0603 -1.0051 2.3607
H 2.6559 0.0721 2.6750
H 2.9910 -0.5297 1.0313
C 2.2839 -3.8066 -1.8190
N 0.8909 -3.6079 -1.3364
O 0.7073 -2.6630 -0.5682
O 0.0361 -4.4007 -1.6426
H 2.3184 -4.7773 -2.3019
H 2.9145 -3.8501 -0.9346
H 2.5456 -2.9832 -2.4771
```

Results
LUMO energy (spin up / spin down) (eV): -1.356 / -1.866
Energy relative to the best compared isomer or geometry (same formula, charge and spin) (kJ/mol): 47.8
Multiplicity: 8
E_HOMO (spin up / spin down) (eV): -8.5209 / -9.1062

***

[9]
The following is a quantum chemistry calculation of C38H42Br2N5O3PtS as an isolated structure, from the OMol25 dataset.

Structure (XYZ):
```
92
C38H42Br2N5O3PtS, DFT wB97M-V/def2-TZVPD
Pt -0.1687 -0.0633 0.2399
O 1.9757 -1.0626 0.5375
C 2.8880 -2.0271 0.0266
C 1.7483 -1.7089 -2.9940
O 2.5176 -2.2013 -3.6964
O 0.9374 -1.1839 -2.3167
C 4.2449 -1.5231 -0.0601
C 4.4748 -0.1751 -0.3918
C 5.7609 0.3357 -0.4540
C 6.8443 -0.4932 -0.2000
C 6.6295 -1.8289 0.1288
C 5.3460 -2.3404 0.2018
C 2.3719 -3.3143 -0.3070
C 3.1897 -4.2736 -0.9463
C 2.7019 -5.5279 -1.2604
C 1.3874 -5.8769 -0.9689
C 0.5554 -4.9375 -0.3700
C 1.0339 -3.6812 -0.0439
H 2.5100 -0.3015 0.8110
H 3.6423 0.4789 -0.6505
H 5.9215 1.3739 -0.7206
H 7.8519 -0.1024 -0.2590
H 7.4722 -2.4760 0.3404
H 5.1908 -3.3731 0.4941
H 4.2088 -4.0205 -1.2111
H 3.3548 -6.2439 -1.7437
H 1.0181 -6.8665 -1.2074
H -0.4728 -5.2003 -0.1392
H 0.3700 -2.9767 0.4186
Br 2.5973 4.6764 4.5470
C 1.8464 3.3685 3.4779
C 1.5655 2.1157 3.9882
C 1.0153 1.1746 3.1409
N 0.7394 1.4216 1.8525
C 1.0134 2.6404 1.3639
C 1.5701 3.6328 2.1426
C 0.7916 2.8357 -0.0940
C 0.8574 4.0775 -0.6920
C 0.7909 4.1616 -2.0734
Br 0.8560 5.8118 -2.9102
C 0.6805 3.0014 -2.8199
C 0.5519 1.8076 -2.1470
N 0.5850 1.7217 -0.8060
H 1.7718 1.8681 5.0215
H 0.7800 0.1930 3.5189
H 1.8190 4.5983 1.7260
H 0.9709 4.9740 -0.0988
H 0.6808 3.0260 -3.9022
H 0.4348 0.8790 -2.6833
C -3.7132 -2.4858 0.2196
N -4.3820 -1.2565 0.7761
C -5.5930 -1.6615 1.5717
C -3.4643 -0.2985 1.5432
C -2.3731 -0.9946 2.2992
C -2.6961 -1.6408 3.4660
C -1.7428 -2.3988 4.1845
C -0.4344 -2.4885 3.7261
C -0.0646 -1.7576 2.6176
C -1.0168 -1.0427 1.8131
H -4.4132 -2.9579 -0.4649
H -3.4934 -3.1568 1.0457
H -2.8056 -2.2078 -0.3017
H -4.7144 -0.7120 -0.0207
H -5.2692 -2.2707 2.4094
H -6.2449 -2.2459 0.9276
H -6.1086 -0.7699 1.9180
H -4.1204 0.2644 2.2026
H -3.0522 0.3826 0.8109
H -3.7072 -1.5735 3.8535
H -2.0323 -2.8898 5.1065
H 0.3012 -3.0742 4.2634
H 0.9745 -1.7628 2.3264
C -3.0123 -2.5623 -4.3601
C -1.7382 -1.8485 -3.9404
N -1.8670 -0.3822 -4.0639
C -2.1526 0.4943 -3.1059
S -2.2331 0.0051 -1.4282
N -2.4040 1.7480 -3.4720
C -2.8099 2.8733 -2.6085
C -4.3189 3.0399 -2.5542
H -2.8786 -3.6413 -4.2685
H -3.2696 -2.3506 -5.3998
H -3.8534 -2.2600 -3.7311
H -0.9016 -2.1465 -4.5702
H -1.4754 -2.0694 -2.9132
H -1.9580 -0.0494 -5.0159
H -2.4877 1.9210 -4.4657
H -2.3337 3.7661 -3.0140
H -2.3937 2.6976 -1.6214
H -4.7391 3.1819 -3.5521
H -4.5757 3.9189 -1.9601
H -4.7918 2.1649 -2.1029
```

Results
LUMO energy (spin up / spin down) (eV): -7.949 / -11.394
Energy relative to the best compared isomer or geometry (same formula, charge and spin) (kJ/mol): 79.0
Total charge: +3
Multiplicity: 5
E_HOMO (spin up / spin down) (eV): -13.1492 / -15.4446

***

no.,maximum force (eV/A)
1,2.14
2,11.19
3,4.38
4,3.56
5,3.66
6,1.16
7,0.63
8,2.52
9,1.16